Entry 1:
The following is a quantum chemistry calculation of a structure of composition C20H56N5O6Sr at a distorted geometry, from OMol25.

HOMO = -10.96 eV
charge = +1
orbital gap = 7.6706 eV

Last column: Mulliken charge in e.
Element x y z (Å)
O1 -2.8288 -0.9312 -3.0897  -0.331
C1 -1.4779 3.1335 3.6901  -0.900
C2 -1.0064 -3.0436 2.0948  0.442
C3 0.1312 3.2493 -4.4423  -1.402
C4 -2.2677 -1.0806 -4.4082  -0.743
H1 3.4761 2.8023 0.3643  0.297
H2 5.0457 0.0071 -1.2348  0.478
H3 -0.8431 3.1099 6.4367  0.336
H4 -2.5528 3.1940 3.8602  0.525
H5 0.6652 -5.6014 4.6058  0.331
H6 -1.2386 2.1213 4.0163  0.372
H7 -1.5101 4.3091 1.9040  0.388
H8 0.2606 0.0435 -3.0866  -0.146
H9 6.4766 0.0753 0.8437  0.413
O2 -0.6845 4.0630 4.4654  -0.378
H10 1.7672 -1.7824 -0.8463  -0.353
H11 -1.3992 -1.9771 -1.9913  0.263
H12 -5.2189 -1.2720 0.0732  0.434
C5 -1.6377 2.2274 1.3607  -0.492
C6 2.6279 -1.2267 -1.2184  -0.013
H13 -2.6111 -2.0303 -4.8185  0.394
H14 -1.2358 1.6933 -4.0224  0.192
Sr1 1.4053 1.2877 0.7288  1.396
C7 -4.6791 -1.6582 -0.7914  -1.806
H15 -0.6581 1.6288 -1.5735  0.080
H16 -3.3903 0.3465 -0.5634  0.479
H17 -2.7268 2.1844 1.3628  0.525
C8 4.8342 1.3860 0.3337  0.606
H18 3.7302 1.1917 -1.4677  0.286
C9 0.6850 0.8595 -3.6715  0.392
C10 -1.0286 4.0375 5.8952  -0.818
H19 -2.8419 -2.3810 0.0601  -0.259
N1 0.3370 3.3723 2.0401  -0.361
H20 -0.9109 -5.8471 4.9230  0.334
H21 0.8934 3.8413 -3.9356  0.324
H22 -1.3951 -1.2856 1.3013  -0.269
H23 2.5677 -0.5007 -4.5092  0.288
H24 3.3614 -1.9990 -1.4498  0.443
O3 0.8446 0.3769 -4.9878  -0.491
C11 -0.3313 2.0621 -3.5388  0.189
H25 -4.9769 -0.9517 -1.5661  0.375
H26 2.4631 -0.7991 -2.2074  -0.097
H27 -0.1641 -7.0752 3.9003  0.269
H28 -2.7492 -0.2485 -4.9221  0.217
H29 -2.0755 4.1673 6.1695  0.324
O4 3.0753 -0.2671 -0.2546  -0.316
H30 4.3242 2.8121 1.7294  0.243
H31 -1.2072 1.3057 1.7522  -0.326
H32 0.4384 2.8514 -5.4094  0.340
H33 6.1477 1.2317 1.9975  0.445
N2 -1.3222 -1.6275 2.2488  -0.431
H34 5.4990 2.1229 -0.1170  0.370
N3 -0.5975 2.4390 -2.1735  -0.337
H35 -1.9282 -0.0883 -0.3166  -0.268
C12 -2.4849 -1.9381 -2.0796  -0.698
H36 -5.1534 -2.6139 -1.0147  0.397
H37 -0.5769 4.0263 -4.7302  0.369
H38 -0.4216 4.8146 6.3599  0.269
H39 -1.1791 -1.0456 -4.4499  0.241
H40 0.4723 -3.6376 3.5090  0.411
H41 1.1201 -1.6558 -4.5428  0.236
H42 -1.9782 -3.5025 1.9126  0.220
H43 -2.2265 -1.3982 2.6360  0.382
H44 5.0391 -0.1862 1.7806  0.304
H45 -0.1746 -4.4163 0.7085  0.505
H46 2.0413 -1.0520 -5.9312  0.283
H47 -1.3459 2.4080 0.3261  0.098
H48 1.6143 1.0774 -3.1453  0.121
C13 -0.5672 -3.8950 3.3061  -0.879
C14 -1.1115 3.3498 2.2341  0.223
C15 -0.2126 -6.0050 4.1012  -0.806
C16 4.2210 0.5317 -0.7524  -0.779
C17 5.6249 0.5901 1.2883  -1.603
C18 1.6179 -0.7823 -4.9637  -0.685
H49 -0.5683 -0.4019 -1.2299  -1.266
H50 -1.1304 -3.6028 4.1924  0.416
H51 -2.7548 -2.9345 -2.4297  0.675
N4 3.8509 2.1983 1.0819  -0.803
C19 -0.1000 -3.3463 0.9026  -0.505
O5 -0.7518 -5.2856 3.0684  -0.292
H52 -0.5521 -2.8796 0.0274  -0.236
C20 -3.1325 -1.6642 -0.7078  0.976
H53 0.6977 3.6659 2.9367  0.195
O6 -0.1347 0.0840 -0.5016  0.613
N5 -2.8677 -0.3572 -0.0615  -0.392
H54 0.9335 -3.0564 1.0923  0.249
H55 0.4475 4.0883 1.3363  0.260
H56 0.1830 2.9632 -1.8046  0.248

***

Entry 2:
The following is a quantum chemistry calculation of a structure of composition As2CsF12 at a distorted geometry, from OMol25.

HOMO = -9.59 eV
charge = -1
orbital gap = 11.0299 eV

Last column: Mulliken charge in e.
Element x y z (Å)
F1 0.5079 -3.6605 0.6353  -0.465
F2 -1.2569 3.7929 0.3607  -0.496
Cs1 -2.5295 0.0911 -0.9883  1.067
F3 -0.3301 1.6639 -0.7577  -0.538
F4 -1.3396 1.6762 1.7792  -0.489
F5 -1.1896 -3.3363 -1.2561  -0.538
F6 -0.5557 -1.4380 0.2731  -0.500
F7 2.0418 -1.9137 -0.2312  -0.474
As1 -0.0421 2.5154 0.8525  1.964
F8 1.2595 -3.7382 -1.7766  -0.491
F9 0.3241 -1.2643 -2.0367  -0.522
F10 1.2428 3.5400 0.0392  -0.484
As2 0.4232 -2.5644 -0.7236  1.965
F11 0.2936 3.4305 2.4152  -0.517
F12 1.1506 1.2056 1.4149  -0.482

***

Entry 3:
The following is a quantum chemistry calculation of an isolated molecule of C19H32N2O2, from OMol25.

HOMO = -7.78 eV
SMILES = CCCN1CCC(N(C)CCc2ccc(OC)c(OC)c2)CC1
charge = 0
orbital gap = 8.5702 eV

Last column: natural (NBO) charge in e.
Element x y z (Å)
O1 1.9429 3.8538 2.1767  -0.501
C1 -2.3696 2.3107 -1.1567  -0.419
H1 -2.5811 3.0284 3.6485  0.174
H2 -2.5446 3.1668 1.3802  0.211
H3 3.5503 -3.9847 -0.5091  0.193
H4 1.8538 -3.9994 1.3351  0.168
H5 3.3846 -5.5983 -2.3585  0.205
H6 -1.6153 0.8638 -3.6243  0.197
C2 -2.4452 0.7710 -1.1426  -0.197
C3 0.8840 -0.9700 -1.2139  -0.405
C4 1.0709 3.1280 0.1577  -0.240
H7 -0.9600 -4.1916 -0.1611  0.200
H8 1.8331 -6.1830 -1.7508  0.197
C5 -1.2387 -2.2323 -1.0083  -0.424
C6 -0.5221 -3.1939 -0.0656  -0.209
C7 -1.5194 3.1647 1.0435  -0.305
H9 1.9663 -4.5385 -2.3727  0.219
C8 1.8563 4.5452 3.4008  -0.238
N1 0.8836 -3.2765 -0.4108  -0.454
C9 -1.2587 2.7744 -0.2626  -0.022
H10 -3.3269 2.7141 -0.8220  0.206
H11 -2.6660 4.7169 3.0666  0.176
H12 -3.3382 0.4479 -1.6995  0.175
H13 3.2982 -5.5935 0.1611  0.202
H14 -2.0285 4.3609 4.6909  0.198
H15 2.5767 -2.0772 -0.4878  0.202
C10 0.8200 3.5304 1.4664  0.236
N2 -1.2370 0.1994 -1.7015  -0.468
O2 -0.7552 3.9208 3.2227  -0.524
H16 -0.6858 -0.4977 0.1383  0.196
C11 -0.6074 -0.8360 -0.9028  -0.028
C12 2.8307 -4.8004 -0.4266  -0.398
H17 -2.1889 2.6463 -2.1782  0.208
H18 1.4244 3.9261 4.1899  0.183
H19 1.4233 -1.6085 0.7807  0.160
C13 -0.5103 3.5428 1.9204  0.287
C14 -2.0854 4.0049 3.6627  -0.249
C15 1.5144 -1.9782 -0.2590  -0.219
C16 -1.3622 -0.0666 -3.1153  -0.409
H20 0.2820 2.4439 -1.7059  0.220
H21 -0.4138 -0.4190 -3.5118  0.203
H22 1.0291 -1.3275 -2.2331  0.198
H23 1.3677 0.0009 -1.1067  0.220
C17 2.4848 -5.3148 -1.8175  -0.610
C18 1.5799 -4.3246 0.3149  -0.207
H24 1.2727 5.4640 3.3050  0.176
H25 -2.1430 -0.8065 -3.3529  0.164
C19 0.0561 2.7552 -0.6993  -0.208
H26 2.1006 3.1212 -0.1641  0.223
H27 -2.3004 -2.1909 -0.7546  0.205
H28 -1.1368 -2.6035 -2.0285  0.204
H29 2.8856 4.7965 3.6587  0.185
H30 0.8983 -5.1743 0.4100  0.192
H31 -0.6653 -2.8569 0.9796  0.156
H32 -2.5647 0.4456 -0.1063  0.195

***

Entry 4:
The following is a quantum chemistry calculation of an isolated molecule of C15H24ClNO3, from OMol25.

HOMO = -8.43 eV
SMILES = Cc1cc(OCCOCCN(C)CCO)cc(C)c1Cl
charge = 0
orbital gap = 9.1544 eV

Last column: natural (NBO) charge in e.
Element x y z (Å)
H1 -1.0769 -5.0353 0.0250  0.216
H2 1.7860 -1.4169 -4.0175  0.229
H3 2.5086 -0.3889 1.4732  0.166
H4 0.2937 -1.6573 -4.9130  0.229
C1 0.1686 0.6893 2.3261  -0.258
H5 -0.8224 1.4377 -0.2776  0.201
O1 -1.8691 -0.3148 0.0777  -0.525
O2 1.6042 3.6269 -0.0928  -0.721
C2 -2.4604 1.7860 1.0718  -0.082
C3 1.9598 2.2945 1.8965  -0.253
C4 -0.5442 -4.8634 -0.9058  -0.635
H6 -3.1600 2.5564 0.7379  0.196
C5 0.0496 -1.6167 -2.7938  -0.023
C6 1.8865 0.1592 0.7493  -0.408
H7 2.5337 0.5804 -0.0186  0.203
C7 1.5115 3.6403 1.3117  -0.068
C8 0.7279 -1.1598 -4.0467  -0.634
H8 -2.4320 1.3132 -1.0542  0.180
C9 -0.8438 1.7208 2.8418  -0.069
C10 -1.2033 -2.4841 -0.4668  -0.289
H9 1.9274 2.3325 2.9917  0.183
C11 -0.6006 -0.7076 -1.9684  -0.339
H10 2.1663 4.4428 1.6585  0.174
C12 -1.2259 -1.1308 -0.8025  0.398
C13 -0.5672 -3.4127 -1.2698  -0.026
H11 1.2098 -0.5517 0.2743  0.206
H12 -0.3423 2.4725 3.4564  0.187
H13 -0.6084 0.3312 -2.2562  0.221
O3 -1.5184 2.4705 1.8587  -0.533
H14 0.4830 -5.2086 -0.7958  0.228
H15 -1.6969 -2.7948 0.4406  0.219
H16 -1.0071 -5.4565 -1.6934  0.228
H17 0.4801 3.8553 1.6161  0.175
H18 0.6791 0.2657 3.2116  0.172
H19 0.6297 -0.0852 -4.1716  0.215
C14 -1.8517 1.0815 -0.1523  -0.114
N1 1.1165 1.2249 1.3641  -0.476
H20 2.9977 2.1227 1.5981  0.201
C15 0.0573 -2.9572 -2.4294  0.013
H21 -0.3736 -0.1220 1.8366  0.214
H22 1.1354 2.8338 -0.3812  0.467
Cl1 0.8682 -4.1019 -3.4502  -0.024
H23 -3.0058 1.0424 1.6678  0.181
H24 -1.5710 1.1854 3.4721  0.173

***

Q: Look up the charge of the fourth one.
A: 0

***

Q: Which formula does entry 4 have?
A: C15H24ClNO3